This record from OMol25 describes a cluster of 2 separate species, C8H17F6O5P2S in total in a non-equilibrium geometry. The level of theory is ωB97M-V/def2-TZVPD.

Computed properties:
Net charge: -1
Electronic energy (eV): -64525.101

The geometry in XYZ format:
```
39
Properties=species:S:1:pos:R:3:forces:R:3
C 5.30993 -0.14441 0.59915 -0.6159 -0.0356 0.5770
C 3.76345 -0.69918 0.73912 -0.7636 0.3321 1.5050
C 2.71501 -0.05012 -0.35871 1.8161 0.8405 -0.5359
O 1.74516 -1.00535 -0.91509 -0.7148 -0.0521 2.9467
C 0.81646 -1.52315 0.10071 -1.4829 1.1589 -1.1019
O 0.77557 -3.00939 -0.10459 -1.1722 0.7379 2.5215
S 0.06483 -3.79029 1.23366 3.1123 -5.8230 0.9499
O -0.22507 -5.27061 0.77408 0.6208 6.0953 1.2770
O 1.10432 -3.76177 2.38671 -3.9568 0.9960 -3.7103
C -1.56987 -2.95402 1.63825 -1.3429 1.3099 -0.1490
C -1.53265 -1.32716 1.30354 0.9142 -0.0295 0.2952
C -0.76218 -1.02998 -0.14787 -0.8248 -1.3429 2.3627
P -0.92673 0.82907 -0.55264 -0.9025 1.1323 -2.0941
C -0.38662 1.95746 0.89068 -0.9164 -0.0488 2.1849
O -2.66491 1.13025 -0.72501 1.8973 -2.5085 1.6906
H 6.04844 -1.04482 0.72056 -1.3232 1.8307 -0.5510
H 5.53759 0.59601 1.50658 -0.4700 -1.4810 -2.2225
H 5.40540 0.41234 -0.43189 0.1850 -1.1659 2.1024
H 3.38388 -0.32580 1.80732 0.7763 -0.9675 -2.1746
H 3.69802 -1.88651 0.79464 0.1350 2.6186 -0.5163
H 2.21352 0.95839 0.03720 0.8567 -2.4089 -0.7256
H 3.39437 0.30066 -1.27538 -1.7635 -0.9372 1.7613
H 1.06330 -1.22218 1.20397 0.1240 -0.7667 -2.0703
H -1.81584 -3.19563 2.76128 0.8407 0.3961 -2.2176
H -2.41610 -3.42248 0.96832 2.0733 0.5842 1.1773
H -2.62888 -0.87555 1.33100 2.2928 -1.1630 -0.1230
H -0.89906 -0.74558 2.12121 -1.4285 -1.3260 -1.5082
H -1.31895 -1.72523 -0.93845 1.5171 1.8047 1.2585
H -1.18257 1.90499 1.77552 1.6331 0.2750 -1.7257
H -0.37003 3.06177 0.49411 0.0152 -2.3172 0.5881
H 0.64208 1.65902 1.37461 -1.8618 0.5808 -1.1558
H -3.18524 0.30357 -0.48515 0.8375 1.5479 -0.4113
F -3.71738 4.70981 -1.76075 -3.1345 3.5934 3.3696
P -3.68536 3.69973 -2.94618 -0.0317 -0.2093 -0.1247
F -3.87246 2.16206 -2.77621 2.3528 -4.9987 0.5790
F -2.30804 3.55503 -2.23101 5.5004 -2.0650 -0.0972
F -5.21260 3.48134 -2.72923 -5.4265 2.2724 -0.1436
F -2.95474 3.40430 -4.29120 2.9346 -3.8017 -3.2361
F -4.04608 4.88338 -3.89285 -2.3030 5.3418 -0.5521
```
Positions in Å, forces in eV/Å.

This record from OMol25 describes a structure of composition C8H17FN5O16S in a non-equilibrium geometry. The level of theory is ωB97M-V/def2-TZVPD.

Computed properties:
Energy relative to the best compared isomer or geometry (same formula, charge and spin) (kcal per mole): 68.62
Net charge: -1

The geometry in XYZ format:
```
48
Properties=species:S:1:pos:R:3:forces:R:3
O 3.74442 -2.05527 -0.19294 -2.7660 2.1286 -2.0330
C 3.26994 -1.24634 -1.07287 5.7252 0.4050 -0.7325
O 4.14266 -0.51813 -1.88972 -4.9983 -2.5190 3.2420
C 1.70127 -1.04579 -1.33776 0.1657 1.8114 -2.1447
O 0.72718 -1.99097 -0.80415 -1.8723 2.0497 -1.0646
S -0.71543 -1.23195 -1.29302 -2.9086 -2.1204 -0.0325
O -1.78262 -1.75505 -0.37636 3.0757 1.8284 -2.3660
O -1.00986 -1.34980 -2.76941 1.4480 0.5922 4.4876
O -0.33947 0.37942 -0.86296 1.5634 -2.9361 -0.8484
C 1.12554 0.37908 -0.84121 1.9980 -0.0096 -0.6096
F 1.61126 1.37575 -1.79365 -1.2014 -1.7138 2.9117
H 1.54646 -1.02324 -2.47964 0.6009 -0.0997 1.6386
H 1.48798 0.49406 0.24290 -0.5947 0.8592 -1.7140
C -2.38659 -0.92044 3.11130 0.1376 -0.2266 -0.0522
N -1.53695 0.28788 2.94389 0.3020 0.0039 -0.1680
O -0.40091 0.12004 2.53463 -0.5309 0.3764 0.2132
O -2.04279 1.36414 3.22960 0.3235 -0.3447 -0.1485
H -1.81075 -1.79691 2.82160 -0.0533 0.2360 -0.0185
H -2.67442 -0.97729 4.15993 -0.0712 0.1358 -0.1725
H -3.25697 -0.80158 2.46798 0.0816 0.0522 0.1729
C -1.04838 1.52194 -5.02079 -0.2210 0.1486 0.2804
N 0.21536 0.73914 -5.05306 0.3852 -0.2651 0.4062
O 0.77645 0.53925 -3.99056 -0.3736 0.1136 -1.2262
O 0.59749 0.35329 -6.14947 -0.1334 0.1428 0.3967
H -1.26555 1.79745 -3.98974 0.1309 -0.0916 -0.1088
H -0.90096 2.41008 -5.63447 -0.0270 -0.1751 -0.0438
H -1.83689 0.88787 -5.42458 0.1452 0.0842 -0.0638
C 0.10124 4.12562 -0.66863 0.2600 0.1097 0.2232
N -1.27600 4.31403 -1.19448 -0.1793 0.0101 -0.0408
O -1.90325 5.28364 -0.79542 0.1009 -0.5028 -0.3402
O -1.67991 3.48043 -1.99032 0.0402 0.5826 0.3705
H 0.32438 4.93456 0.02472 -0.1635 -0.0965 -0.1199
H 0.12989 3.16258 -0.16017 0.0392 0.0372 -0.2072
H 0.78348 4.14490 -1.51773 -0.1032 -0.2304 0.0820
C 5.72751 0.98788 1.24649 0.2881 -0.1862 -0.1619
N 4.47347 1.01971 2.04226 -0.0659 -0.1875 0.1379
O 4.47117 0.43350 3.11324 -0.2031 0.4044 -0.4541
O 3.53391 1.63174 1.56114 0.2860 -0.2513 0.3716
H 6.47368 0.41201 1.79099 -0.2230 0.0598 0.0070
H 5.49688 0.51580 0.28877 -0.1230 0.0700 -0.0327
H 6.05699 2.01780 1.11174 -0.1587 -0.0806 -0.0733
C -4.74970 -5.15957 3.58811 -0.0409 -0.3475 -0.0392
N -3.89962 -3.95210 3.42198 0.3650 0.1377 -0.1363
O -2.76316 -4.11957 3.01417 -0.6382 0.2051 0.2827
O -4.40643 -2.87708 3.70816 0.2069 -0.5946 -0.1109
H -4.17357 -6.03668 3.29866 -0.0021 0.2158 0.0169
H -5.03846 -5.21617 4.63705 -0.0646 0.1075 -0.1449
H -5.61997 -5.03962 2.94382 0.0480 0.0709 0.1679
```
Positions in Å, forces in eV/Å.

This record from OMol25 describes a structure of composition C8H17LuOP2 in a non-equilibrium geometry. The level of theory is ωB97M-V/def2-TZVPD.

Computed properties:
Energy relative to the best compared isomer or geometry (same formula, charge and spin) (kcal per mole): 0.00

The geometry in XYZ format:
```
29
Properties=species:S:1:pos:R:3:forces:R:3
C -0.20386 -0.67477 -0.83622 -1.4719 1.5693 -0.1041
C -0.85017 -1.82411 -0.33788 -0.5305 0.2954 0.1982
C -2.25129 -1.55465 -0.22745 0.7102 0.3422 -0.0689
C -2.49120 -0.22381 -0.67407 0.7305 -0.0477 0.2391
C -1.25423 0.35775 -1.04947 1.2387 -1.4369 0.4111
Lu 1.65714 2.49012 -0.01742 -0.8594 1.9178 -1.8386
P 3.56854 0.71906 0.30594 2.4110 -2.4034 0.3921
H 0.85812 -0.56266 -1.08204 -0.3126 -0.1360 -0.0765
H -0.36599 -2.76978 -0.09510 -0.1402 0.2064 -0.0717
H -3.00794 -2.25506 0.12193 0.1864 0.1391 -0.1332
H -1.08434 1.34214 -1.49561 -0.1720 -0.3516 0.1089
H -3.45964 0.27208 -0.72774 0.1975 -0.1694 -0.0276
H 4.54725 0.61649 -0.76767 -0.6555 0.1183 0.7285
H 3.34830 -0.69929 0.53387 0.2527 0.6214 -0.1096
H 4.48529 0.98711 1.40287 -0.6101 -0.1144 -0.7387
C 0.62563 2.39168 4.25733 0.0904 0.2996 0.9352
P -0.21601 1.70163 2.86769 0.9465 0.0237 -2.5748
C -0.19989 -0.06289 2.90983 -0.1861 -0.5555 0.6144
C -1.85978 2.30443 2.66178 -0.7731 0.3230 0.4983
O 0.58531 2.14075 1.58935 -1.1835 -0.4696 2.4494
H 0.09092 2.15786 5.19010 0.1565 0.0707 -0.2195
H 0.69815 3.48250 4.15148 -0.0479 -0.2969 -0.0344
H 1.64192 1.97805 4.32198 -0.3145 0.0728 -0.1063
H -0.56158 -0.40747 3.89044 0.1069 -0.0115 -0.2249
H -0.85436 -0.46888 2.13092 0.0270 0.0624 -0.2332
H 0.81526 -0.44430 2.74142 -0.2293 0.1825 0.0684
H -1.84548 3.39646 2.56029 0.0631 -0.2130 0.0490
H -2.31011 1.87226 1.75908 0.2852 -0.1104 0.0835
H -2.47519 2.03741 3.53300 0.0841 0.0718 -0.2142
```
Positions in Å, forces in eV/Å.

This record from OMol25 describes a cluster of 3 separate species, C8H17N in total in a non-equilibrium geometry. The level of theory is ωB97M-V/def2-TZVPD.

Computed properties:
Energy relative to the best compared isomer or geometry (same formula, charge and spin) (kcal per mole): 138.09

The geometry in XYZ format:
```
26
Properties=species:S:1:pos:R:3:forces:R:3
C 0.00764 0.24251 -0.69420 0.0882 0.2663 1.3781
C 2.44474 0.78444 -0.50572 1.2747 0.2606 -0.3355
C 0.45534 -0.28167 1.60588 -0.0543 0.1198 -0.2223
C 0.08044 -1.12197 -1.30323 0.0348 -0.0087 0.0761
C -2.88820 1.64631 0.01414 0.0594 0.2207 -0.0785
C 3.25258 -0.44740 -0.28130 0.0871 -0.1037 0.0355
N 0.15173 0.63654 0.52727 -0.2418 -0.4011 -0.9503
C -2.29914 0.31621 0.26731 -1.3470 -0.1525 0.1305
C -2.83237 -0.79344 0.72610 0.0853 -0.0991 0.0105
H -0.22925 1.03752 -1.39746 -0.0243 0.0533 -0.0609
H 2.32278 1.13129 -1.52643 -0.0775 -0.0420 -0.0026
H 2.51304 1.58142 0.22332 -0.1330 -0.0497 0.0462
H 1.34051 0.09520 2.12083 0.0074 -0.0402 0.0269
H -0.37831 -0.23834 2.30674 0.0201 -0.0419 0.0550
H 0.62450 -1.32275 1.32002 0.0078 -0.0034 -0.0052
H 0.77294 -1.10181 -2.14762 -0.0286 -0.0073 0.0070
H 0.39583 -1.89656 -0.60892 -0.0008 0.0098 -0.0045
H -0.91090 -1.37574 -1.68526 0.0355 -0.0092 -0.0196
H -2.37394 2.41235 0.60095 -0.0148 -0.0574 -0.0256
H -3.95990 1.67903 0.26861 0.1794 -0.0924 -0.0108
H -2.78798 1.93473 -1.03726 0.0012 -0.0338 0.0630
H 4.33315 -0.25862 -0.39463 -0.1261 0.0038 -0.0053
H 3.12172 -0.84753 0.72856 -0.0163 0.0183 -0.0527
H 3.00234 -1.24094 -0.99010 0.0003 0.0214 0.0262
H -2.26026 -1.70500 0.88712 0.0203 0.0580 -0.0576
H -3.89902 -0.86578 0.97531 0.1629 0.1104 -0.0236
```
Positions in Å, forces in eV/Å.